Computed, not measured: C17H37AlIN2O3P2 as an isolated structure, with the ωB97M-V functional and the def2-TZVPD basis.

```
63
Properties=species:S:1:pos:R:3
C 1.96262 -0.10354 1.27631
C 1.01355 -0.92831 0.40708
C -0.34033 -0.23471 0.22461
C -1.30903 -1.12427 -0.57671
Al -2.79445 -0.19843 -1.58085
I -5.09974 -0.81559 -0.47577
C -2.58745 1.77864 -1.88205
C -3.21634 2.76446 -0.88084
C -2.53170 2.85584 0.48665
C -2.99121 1.76453 1.44834
C -2.94769 4.20318 1.11947
P -2.89627 -1.26072 -3.73528
P -2.87963 -3.40617 -3.42151
O -3.69478 -4.17867 -4.36026
O -3.36452 -3.74051 -1.92297
O -1.33338 -3.92559 -3.46882
H 2.99508 -0.39624 1.07359
H 1.90578 0.96156 1.05832
H 1.81618 -0.28284 2.33947
H 0.80475 -1.87817 0.89104
H 1.49593 -1.12248 -0.55044
H -0.21137 0.74388 -0.23397
H -0.74563 -0.14263 1.23142
H -1.67746 -1.90847 0.08563
H -0.71192 -1.65102 -1.32795
H -3.07063 1.96708 -2.84592
H -1.54456 2.06692 -2.02659
H -3.13972 3.76344 -1.32189
H -4.27864 2.58026 -0.71779
H -1.44691 2.85381 0.37922
H -2.72928 0.76532 1.11882
H -2.62249 1.94037 2.45707
H -4.07934 1.80150 1.48147
H -4.00310 4.35231 0.88931
H -2.89267 4.16610 2.20518
H -2.38329 5.04144 0.72083
H -1.60783 -1.12555 -4.31332
H -2.86138 -3.18062 -1.30970
H -0.72981 -3.17915 -3.39859
C 3.93176 -4.73853 -0.40777
C 3.03451 -5.85522 -0.93027
C 1.75971 -5.32877 -1.59677
C 0.95413 -4.55672 -0.65067
N 0.32381 -3.94343 0.08240
H 3.42874 -4.15330 0.36325
H 4.84055 -5.15074 0.03215
H 4.22366 -4.06081 -1.21233
H 2.76485 -6.51954 -0.10713
H 3.58590 -6.45463 -1.65743
H 1.15028 -6.15090 -1.97168
H 2.00985 -4.68647 -2.44279
C 4.26033 4.41182 2.71580
C 2.81708 4.63974 3.15042
C 1.84071 3.64339 2.51659
C 1.85122 3.74829 1.05688
N 1.86402 3.83963 -0.08451
H 4.37671 4.54836 1.64006
H 4.92606 5.11932 3.21126
H 4.59121 3.40274 2.96862
H 2.51662 5.65700 2.89234
H 2.74676 4.55151 4.23624
H 0.82432 3.82970 2.86423
H 2.10585 2.62059 2.78852
```

Computed properties:
Charge   -1
HOMO level   -4.97 eV
Calculated total energy   -60633.9286 eV

***

Computed, not measured: a 11-piece molecular cluster, C40H66F4N2O22S5 overall, with the ωB97M-V functional and the def2-TZVPD basis.

```
139
Properties=species:S:1:pos:R:3
O 11.42551 -17.81159 -4.02872
C 11.12016 -17.88290 -2.87508
O 10.23760 -18.69505 -2.42802
C 10.14470 -18.54129 -0.98829
C 11.11026 -17.34603 -0.73415
F 12.11523 -17.62454 0.22042
O 11.59403 -16.94232 -1.95189
H 9.10939 -18.16941 -0.69899
H 10.41350 -19.43532 -0.43075
H 10.57089 -16.52617 -0.25020
O 13.75127 -17.50283 -7.11193
C 14.77364 -17.30954 -6.49541
O 15.94054 -17.85492 -6.89244
C 17.00957 -17.44101 -6.06542
C 16.34770 -16.56724 -4.95825
F 16.66398 -15.25009 -5.02143
O 14.94260 -16.61337 -5.33016
H 17.52245 -18.28188 -5.60973
H 17.79824 -16.84979 -6.61891
H 16.46803 -16.88282 -3.92052
O 19.50130 -21.36747 1.27464
C 19.24140 -22.45823 0.87241
O 18.41352 -22.77355 -0.18160
C 18.42750 -24.18970 -0.30610
C 19.56413 -24.67911 0.55198
F 20.69715 -25.00199 -0.18463
O 19.85832 -23.53607 1.33451
H 17.44196 -24.52848 0.02563
H 18.55110 -24.56852 -1.34925
H 19.34040 -25.46655 1.24486
O 13.89547 -18.12986 4.25108
C 12.77833 -18.64761 4.15557
O 11.63061 -18.16145 4.58292
C 10.65311 -19.23606 4.51849
C 11.34507 -20.30835 3.64288
F 10.83127 -20.12800 2.32824
O 12.58690 -19.97576 3.63985
H 10.45505 -19.67078 5.48644
H 9.69699 -18.77462 4.19232
H 11.08203 -21.33975 3.89460
O 22.39198 -19.91384 -2.39391
S 22.02126 -21.13196 -3.12502
O 23.00400 -22.13445 -3.46828
C 20.66220 -22.01087 -2.26043
C 19.86051 -22.63265 -3.42959
C 19.84331 -21.66644 -4.63567
C 21.08170 -20.78087 -4.58346
H 20.00334 -21.24604 -1.87133
H 21.05584 -22.68698 -1.47881
H 20.30785 -23.53875 -3.68276
H 18.84850 -22.86371 -3.13083
H 18.99905 -20.98277 -4.52938
H 19.80644 -22.23698 -5.58610
H 20.69260 -19.77865 -4.39408
H 21.75090 -20.77162 -5.42926
O 17.63717 -23.30195 3.00981
S 17.52579 -22.40230 4.15116
O 16.55831 -22.69138 5.17300
C 19.18320 -22.13903 4.85129
C 19.30989 -20.65242 4.98061
C 18.32208 -19.81304 4.15197
C 17.22685 -20.72645 3.57281
H 19.86109 -22.69489 4.22920
H 19.16990 -22.65759 5.80635
H 19.04190 -20.41478 6.01033
H 20.40436 -20.39378 4.87441
H 18.82630 -19.40889 3.21507
H 17.92987 -18.90728 4.64662
H 17.32415 -20.70817 2.48796
H 16.26682 -20.31488 3.90749
O 16.50366 -22.77641 -4.80787
S 16.56755 -24.21287 -4.68963
O 17.05758 -24.79575 -3.40746
C 15.01033 -24.86302 -5.11438
C 15.33088 -26.19957 -5.91848
C 16.45039 -25.75207 -6.94182
C 17.45127 -25.03112 -6.07521
H 14.71820 -24.13900 -5.90496
H 14.33655 -24.97297 -4.25879
H 15.60231 -27.06467 -5.27364
H 14.48722 -26.53330 -6.52652
H 16.07495 -25.11567 -7.82152
H 16.97259 -26.61255 -7.37738
H 18.15903 -24.33311 -6.48454
H 18.02070 -25.91217 -5.69350
O 16.24483 -12.18867 -1.38634
S 14.88980 -12.61201 -1.69193
O 13.75463 -12.14900 -0.92258
C 14.47719 -12.40355 -3.42179
C 13.66937 -13.71775 -3.86737
C 13.75694 -14.74592 -2.74316
C 14.82899 -14.43690 -1.75286
H 15.43774 -12.27228 -3.94372
H 13.91657 -11.48972 -3.51555
H 12.66598 -13.40787 -4.01338
H 13.95223 -14.07044 -4.83160
H 13.99845 -15.76047 -3.04151
H 12.86480 -14.62547 -2.20475
H 15.84793 -14.77140 -1.98239
H 14.69169 -14.77994 -0.75092
O 15.48803 -17.85677 -1.69231
S 14.92167 -19.18623 -1.63913
O 13.48529 -19.36291 -1.83739
C 15.72361 -20.42502 -2.68531
C 16.01685 -21.63903 -1.83260
C 15.27598 -21.41765 -0.48472
C 15.45357 -19.95722 -0.15289
H 16.57845 -19.93680 -3.22905
H 14.98942 -20.66391 -3.42096
H 15.80045 -22.66394 -2.22795
H 17.02635 -21.79223 -1.51431
H 15.72684 -22.01158 0.26190
H 14.19241 -21.59683 -0.55370
H 16.52398 -19.68687 -0.10959
H 14.90961 -19.71330 0.74926
C 11.22994 -22.80403 -6.66503
C 12.09872 -21.55748 -6.34020
C 12.10577 -21.05723 -4.87092
C 12.55583 -22.15039 -4.01158
N 13.04970 -22.96532 -3.36130
H 10.16290 -22.63190 -6.46229
H 11.50594 -23.61192 -5.99206
H 11.38554 -23.10011 -7.71328
H 11.66522 -20.70692 -6.86577
H 13.14735 -21.62558 -6.65369
H 11.12341 -20.69909 -4.60988
H 12.69389 -20.11448 -4.74962
C 20.53197 -18.25089 0.13658
C 19.12808 -17.63914 0.15511
C 18.80806 -17.04313 -1.16718
C 18.75772 -17.99527 -2.26247
N 18.64591 -18.64344 -3.17562
H 20.94763 -18.47220 1.07821
H 21.29262 -17.70680 -0.40162
H 20.55484 -19.19662 -0.41007
H 19.22034 -16.83803 0.86055
H 18.40134 -18.35653 0.57452
H 19.46967 -16.23543 -1.40135
H 17.81617 -16.56913 -1.14158
```

Computed properties:
Structure (SMILES)   O=C1OC[C@@H](F)O1.O=C1OC[C@@H](F)O1.O=C1OC[C@@H](F)O1.O=C1OC[C@@H](F)O1.O=S1(=O)CCCC1.O=S1(=O)CCCC1.O=S1(=O)CCCC1.O=S1(=O)CCCC1.O=S1(=O)CCCC1.CCCC#N.CCCC#N
Charge   0
HOMO level   -9.71 eV
Relative energy (zero: lowest compared OMol25 entry of this formula, charge and spin)   79.1 kJ/mol
Calculated total energy   -155618.6547 eV

***

Computed, not measured: C27H27FeOP as an isolated structure, with the ωB97M-V functional and the def2-TZVPD basis.

```
57
Properties=species:S:1:pos:R:3
C 2.61254 -2.47116 -0.79111
C 0.39430 -3.48101 1.16376
C 3.31229 -1.81539 0.33426
H 3.11882 -2.41112 -1.77382
C 0.62363 -2.60408 2.16905
H -0.58169 -3.36664 0.69706
H 3.74733 -0.78181 0.20126
H -0.21780 -1.94613 2.42571
C 3.30088 -2.27341 1.74668
H 3.98733 -1.65486 2.34746
H 3.64837 -3.30683 1.93140
C 2.35256 -3.94651 -0.57021
H 3.34658 -4.47480 -0.40496
H 2.00002 -4.35750 -1.54811
C 1.40394 -4.38773 0.55075
H 2.06312 -4.82930 1.29657
H 0.82864 -5.20071 0.08320
C 1.97106 -2.14782 2.61156
H 2.17999 -2.74415 3.51785
H 1.83488 -1.08198 2.89731
Fe 1.07146 -0.44064 -1.03116
H 1.26629 -1.99222 -1.59716
O -1.80724 -1.17272 -2.24611
C -0.69974 -0.79961 -2.13217
C 0.16773 0.40668 -2.45978
C 0.90423 0.39048 -3.64154
C 1.74303 1.44935 -3.96183
C 1.90781 2.50969 -3.00297
C 1.26792 2.52645 -1.80064
C 0.39960 1.45341 -1.44481
P -0.29967 1.81670 0.26039
C -1.53283 3.06668 -0.21943
C -1.68700 4.24735 0.55104
C -2.67072 5.17802 0.15866
C -3.46055 4.93478 -0.97180
C -3.26993 3.79441 -1.74109
C -2.30059 2.84758 -1.37533
C -1.35383 0.71330 1.33146
C -2.41922 0.03799 0.74600
C -3.25217 -0.66561 1.59981
C -3.06572 -0.60294 2.97309
C -2.01623 0.12335 3.52572
C -1.11199 0.78026 2.70203
H 0.73750 -0.46634 -4.30943
H 2.24092 1.47796 -4.91176
H 2.56914 3.33270 -3.25306
H 1.37609 3.35472 -1.05933
H -1.05209 4.40473 1.41931
H -2.81109 6.06945 0.75055
H -4.23396 5.65441 -1.25290
H -3.85798 3.59851 -2.62676
H -2.13276 1.95337 -1.97621
H -2.57726 0.07077 -0.34012
H -4.04804 -1.23710 1.16881
H -3.76130 -1.11260 3.62438
H -1.88515 0.20256 4.58044
H -0.27146 1.37706 3.07804
```

Computed properties:
Multiplicity   5
Charge   0
HOMO level (spin up / spin down)   -5.77 / -6.81 eV
Relative energy (zero: lowest compared OMol25 entry of this formula, charge and spin)   322.9 kJ/mol
Calculated total energy   -74151.5045 eV

***

Computed, not measured: one molecule with the formula C7H9NO, with the ωB97M-V functional and the def2-TZVPD basis.

```
18
Properties=species:S:1:pos:R:3
C 1.31150 2.89975 0.77514
O 0.71386 1.76957 0.13086
C 0.48708 0.74406 1.02486
C -0.18852 -0.36874 0.24248
C 0.58360 -1.39161 -0.50025
C -0.06096 -2.25728 -1.24228
C -1.47962 -2.32662 -1.28387
C -2.10251 -1.37969 -0.60300
N -1.52218 -0.33515 0.17024
H 1.60311 3.60171 0.05975
H 2.22236 2.66387 1.15753
H 0.52019 3.23439 1.38694
H -0.44514 1.21884 1.77576
H 1.37812 0.42523 1.61394
H 1.67509 -1.29693 -0.47100
H 0.38200 -2.91375 -1.74015
H -2.03917 -2.90627 -1.90171
H -3.03881 -1.38137 -0.59525
```

Computed properties:
Structure (SMILES)   COCc1ccccn1
Charge   0
HOMO level   -9.64 eV
Relative energy (zero: lowest compared OMol25 entry of this formula, charge and spin)   342.6 kJ/mol
Calculated total energy   -10939.2641 eV

***

> Which of these has the lowest charge?

C17H37AlIN2O3P2

***

> Look up the charge of the third one.

0

***

> charge of number 3 (C27H27FeOP)?

0